Here is 3 unconnected molecules or ions with the total composition C2H12N2O2 from OMol25. Energies are from ωB97M-V with the def2-TZVPD basis set.

Calculated values
orbital gap (alpha / beta): 10.55 / 5.12 eV
electronic energy: -9332.57622 eV
total charge: +1
expectation value of S²: 0.759
multiplicity: 2

Atoms and positions in Å:
O (5.331, -0.470, -0.479)
O (-3.956, 0.555, -0.587)
N (-1.228, 0.272, -0.064)
N (0.831, -1.013, -0.625)
C (-0.702, 1.141, 1.179)
C (-0.570, -1.100, -0.332)
H (-0.924, 0.377, 1.907)
H (1.254, -0.564, 0.217)
H (4.847, 0.306, -0.963)
H (-0.773, 0.790, -0.788)
H (-4.635, -0.010, -0.040)
H (0.291, 1.491, 1.109)
H (5.824, -0.100, 0.264)
H (0.959, -0.349, -1.398)
H (-0.633, -1.701, 0.622)
H (-3.176, 0.049, -0.196)
H (-1.335, 2.040, 1.149)
H (-1.405, -1.713, -0.975)

***

Here is a single C13H13N molecule from OMol25. Energies are from ωB97M-V with the def2-TZVPD basis set.

Calculated values
orbital gap: 8.44 eV
electronic energy: -15179.78256 eV
SMILES: N[C@H]1C[C@H]1c1cccc2ccccc12

Atoms and positions in Å:
N (-0.813, -3.313, 0.018)
C (0.186, 0.725, 0.032)
C (-0.896, 1.520, -0.484)
C (0.725, 2.742, 1.343)
C (0.984, 1.392, 0.937)
C (-0.965, -2.619, -1.199)
C (-0.267, 3.471, 0.778)
C (-1.171, 2.813, -0.063)
C (-0.334, -1.192, -1.336)
C (1.546, -1.275, 0.217)
C (0.444, -0.585, -0.346)
C (2.484, -0.558, 0.964)
C (2.216, 0.732, 1.362)
C (-1.815, -1.393, -1.239)
H (2.849, 1.254, 2.061)
H (0.042, -1.013, -2.342)
H (-1.904, 3.498, -0.488)
H (-0.465, 4.449, 1.172)
H (-1.600, 1.212, -1.273)
H (-1.829, -3.613, 0.494)
H (1.579, -2.361, 0.054)
H (3.518, -0.865, 1.209)
H (-0.831, -3.116, -2.114)
H (-2.310, -1.302, -2.203)
H (1.431, 3.028, 2.048)
H (-2.355, -1.042, -0.258)
H (-0.452, -2.590, 0.657)

***

Here is 3 unconnected molecules or ions with the total composition C3H12N4S from OMol25. Energies are from ωB97M-V with the def2-TZVPD basis set.

Calculated values
orbital gap: 6.34 eV
electronic energy: -20094.53992 eV

Atoms and positions in Å:
S (1.367, 2.238, -0.631)
N (0.080, 0.880, 2.217)
N (-1.532, -2.507, -1.855)
N (-2.714, -1.299, -0.034)
N (-0.311, -1.356, -0.215)
C (1.963, 0.843, 0.298)
C (1.384, 0.442, 1.680)
C (-1.489, -1.784, -0.682)
H (-0.903, 2.016, -1.215)
H (-0.702, 0.554, 1.666)
H (1.594, -0.664, 1.709)
H (-0.734, -3.111, -2.140)
H (-3.163, -1.139, -0.988)
H (-0.001, 1.812, 2.562)
H (2.089, 0.908, 2.492)
H (2.043, -0.125, -0.323)
H (3.130, 1.073, 0.385)
H (-0.135, -0.667, -0.788)
H (-2.337, -3.154, -1.939)
H (-2.566, -0.347, 0.122)

***

Here is a single C3H8O molecule from OMol25. Energies are from ωB97M-V with the def2-TZVPD basis set.

Calculated values
orbital gap: 11.40 eV
electronic energy: -5288.00476 eV
SMILES: CC(C)O

Atoms and positions in Å:
O (-0.006, 1.672, -0.038)
C (-0.005, 0.308, -0.449)
C (-1.288, -0.366, 0.026)
C (1.266, -0.396, 0.006)
H (1.235, -0.443, 1.123)
H (-1.384, -1.399, -0.329)
H (0.168, 1.720, 0.923)
H (-1.341, -0.461, 1.135)
H (0.001, 0.432, -1.563)
H (1.342, -1.474, -0.342)
H (2.148, 0.179, -0.214)
H (-2.136, 0.227, -0.278)

***

Here is 2 unconnected molecules or ions with the total composition CH7N2S from OMol25. Energies are from ωB97M-V with the def2-TZVPD basis set.

Calculated values
orbital gap: 7.11 eV
electronic energy: -14966.83484 eV
total charge: -1

Atoms and positions in Å:
S (-1.589, 1.546, -1.641)
N (-0.106, -1.046, -0.492)
N (1.253, -0.710, 1.448)
C (0.547, -0.041, 0.344)
H (-1.108, -0.949, -0.383)
H (0.895, -1.653, 1.524)
H (0.050, -0.802, -1.463)
H (-2.182, 2.668, -2.077)
H (-0.198, 0.686, 0.677)
H (1.262, 0.520, -0.263)
H (1.176, -0.219, 2.327)

***

Here is 2 unconnected molecules or ions with the total composition C5H10NO from OMol25. Energies are from ωB97M-V with the def2-TZVPD basis set.

Calculated values
orbital gap (alpha / beta): 4.09 / 10.07 eV
electronic energy: -8857.66339 eV
total charge: +2
expectation value of S²: 1.769
multiplicity: 2

Atoms and positions in Å:
O (-1.585, 1.524, 0.382)
N (2.086, 0.266, 0.666)
C (1.099, -0.223, -1.491)
C (0.042, -0.900, 0.808)
C (0.996, -0.047, -0.055)
C (-1.442, -0.791, 0.301)
C (-1.736, 0.560, -0.324)
H (0.682, -1.137, -1.879)
H (-1.811, -1.541, -0.394)
H (-2.063, -0.821, 1.218)
H (0.417, -1.931, 0.839)
H (2.970, 0.493, 0.212)
H (0.083, -0.433, 1.788)
H (2.287, -0.368, 1.441)
H (-2.591, 0.602, -1.062)
H (1.592, 0.576, -2.018)
H (1.861, -0.751, -3.363)

***

Here is 2 unconnected molecules or ions with the total composition C58H77N5O2S from OMol25. Energies are from ωB97M-V with the def2-TZVPD basis set.

Calculated values
orbital gap: 5.62 eV
electronic energy: -83773.79309 eV

Atoms and positions in Å:
S (-1.023, -0.030, -2.243)
O (-0.406, 0.408, -1.011)
O (-2.445, -0.242, -2.277)
N (-0.160, -1.369, -2.747)
N (0.953, 0.442, 4.769)
N (2.315, 0.397, 4.796)
N (0.737, -7.275, -4.829)
N (2.676, -0.468, 3.804)
C (6.863, -1.107, 3.278)
C (6.131, -0.326, 2.387)
C (2.958, 3.562, 5.219)
C (0.214, 3.052, -5.336)
C (6.202, -1.664, 4.374)
C (1.175, 2.464, -4.505)
C (-3.124, 0.169, 2.645)
C (-2.195, -0.724, 7.616)
C (1.548, -0.834, 3.017)
C (2.105, -7.731, -4.676)
C (-5.209, -1.890, 1.110)
C (4.935, 2.348, 1.827)
C (2.957, -2.862, 5.555)
C (0.331, -6.068, -4.241)
C (0.547, 2.813, 5.323)
C (3.751, 0.611, 0.400)
C (-1.635, 2.074, 6.946)
C (0.818, 1.475, -3.594)
C (4.834, -1.483, 4.561)
C (0.636, -3.665, -4.041)
C (-0.009, -7.930, -5.877)
C (-0.824, 1.080, 6.388)
C (-1.338, 3.422, 6.733)
C (-1.501, -1.855, 3.708)
C (0.037, -3.699, -2.762)
C (-0.223, 3.789, 5.976)
C (4.040, -0.951, 6.886)
C (-5.103, -1.429, 2.570)
C (-1.474, 1.574, -4.416)
C (1.329, 4.327, 3.416)
C (-0.958, -0.554, 3.468)
C (-1.288, -3.704, 5.447)
C (-0.157, -2.450, -2.030)
C (-0.426, -4.926, -2.246)
C (-0.368, -4.023, 3.137)
C (4.096, -0.732, 3.626)
C (-2.840, -2.091, 3.413)
C (-1.794, 0.465, 2.908)
C (-0.655, -3.004, 4.242)
C (0.218, 1.458, 5.512)
C (1.473, -1.503, 1.794)
C (-2.240, 2.870, 2.130)
C (-3.663, -1.091, 2.909)
C (4.220, -2.053, 5.841)
C (-1.207, 1.826, 2.554)
C (-1.096, 2.564, -5.316)
C (0.797, -4.838, -4.766)
C (-0.131, 1.731, 1.489)
C (0.332, -0.787, 7.588)
C (0.465, -0.333, 3.727)
C (-0.518, 1.078, -3.526)
C (-0.370, -6.075, -3.010)
C (4.096, 1.066, 1.812)
C (-0.928, -0.382, 6.827)
C (0.567, 4.200, -6.239)
C (4.778, -0.049, 2.612)
C (1.711, 3.234, 4.407)
C (-6.060, -0.265, 2.855)
H (-3.757, 0.938, 2.208)
H (-1.756, 3.838, 1.951)
H (6.759, -2.263, 5.101)
H (-2.474, 1.784, 7.588)
H (0.399, -0.216, 8.526)
H (-5.901, 0.552, 2.140)
H (2.747, 4.359, 5.945)
H (3.104, -0.272, 0.439)
H (7.929, -1.277, 3.126)
H (1.318, -4.836, -5.724)
H (2.108, -8.803, -4.423)
H (0.983, -2.712, -4.451)
H (-3.101, -0.456, 7.057)
H (-1.311, -4.423, 2.738)
H (1.566, 1.014, -2.950)
H (-0.419, -2.492, -0.960)
H (2.122, 4.430, 2.661)
H (1.618, 4.474, -6.118)
H (0.499, 0.846, 1.615)
H (-2.228, -4.200, 5.169)
H (-2.712, 2.556, 1.190)
H (1.229, -0.560, 7.000)
H (0.478, -1.650, 1.378)
H (0.399, 4.068, 2.893)
H (0.078, 4.841, 5.872)
H (-2.228, -1.803, 7.816)
H (4.664, 0.349, -0.152)
H (-0.844, -4.941, -1.235)
H (5.241, 2.598, 2.853)
H (-3.254, -3.093, 3.574)
H (-1.834, 2.985, -6.001)
H (4.970, -2.750, 6.242)
H (3.151, -3.598, 4.763)
H (0.521, 2.612, 1.462)
H (-4.574, -2.765, 0.931)
H (-1.000, -7.462, -5.962)
H (-0.792, -7.017, -2.655)
H (5.840, 2.233, 1.214)
H (3.288, 2.664, 5.759)
H (-6.238, -2.158, 0.849)
H (-0.120, -8.999, -5.638)
H (6.607, 0.117, 1.510)
H (2.609, -7.180, -3.870)
H (-0.952, -0.972, 5.900)
H (-1.503, -2.998, 6.259)
H (-4.879, -1.093, 0.430)
H (-0.727, 2.186, 3.474)
H (-7.100, -0.598, 2.768)
H (-5.904, 0.121, 3.870)
H (-0.592, -4.465, 5.827)
H (-3.014, 3.009, 2.894)
H (0.185, -3.550, 2.317)
H (0.233, -4.852, 3.532)
H (0.385, 3.936, -7.288)
H (-5.380, -2.278, 3.210)
H (2.161, -2.193, 5.213)
H (-2.485, 1.174, -4.399)
H (2.208, 2.813, -4.560)
H (5.004, -0.473, 7.101)
H (-2.203, -0.201, 8.582)
H (0.521, -7.855, -6.844)
H (3.158, 1.277, 2.343)
H (1.193, 5.292, 3.920)
H (1.952, 2.348, 3.812)
H (2.370, -1.914, 1.354)
H (3.211, 1.398, -0.145)
H (3.770, 3.882, 4.556)
H (0.300, -2.577, 4.573)
H (2.680, -7.594, -5.607)
H (0.334, -1.861, 7.817)
H (2.599, -3.389, 6.447)
H (4.352, 3.193, 1.439)
H (3.379, -0.164, 6.504)
H (-0.614, 1.619, 0.515)
H (3.627, -1.343, 7.822)
H (-1.958, 4.200, 7.186)
H (-0.051, 5.079, -6.010)

***

Here is a molecular structure, CH2NO2 from OMol25. Energies are from ωB97M-V with the def2-TZVPD basis set.

Calculated values
orbital gap: 7.63 eV
electronic energy: -6651.37609 eV
total charge: -1

Atoms and positions in Å:
O (0.070, 1.324, 0.142)
O (1.598, -0.743, 0.272)
N (0.869, -0.111, -0.497)
C (-0.465, 0.127, -0.019)
H (-1.259, -0.052, -0.806)
H (-0.813, -0.545, 0.909)

***

Here is 2 unconnected molecules or ions with the total composition C6H13NO from OMol25. Energies are from ωB97M-V with the def2-TZVPD basis set.

Calculated values
orbital gap: 9.74 eV
electronic energy: -9968.22303 eV
SMILES: C=N/C=C/CCC.O

Atoms and positions in Å:
O (2.404, 0.782, -2.645)
N (-1.813, -1.871, -0.703)
C (0.055, -0.063, 2.099)
C (0.659, 1.337, 2.010)
C (-1.607, -1.600, -1.919)
C (0.873, 1.988, 0.610)
C (-0.959, -0.291, 0.994)
C (-0.873, -1.376, 0.239)
H (-0.139, -2.138, 0.477)
H (-0.405, -0.239, 3.073)
H (-1.603, 0.566, 0.845)
H (0.111, 2.756, 0.544)
H (1.839, 0.842, -1.866)
H (0.819, 1.208, -0.149)
H (1.872, 2.413, 0.518)
H (2.486, 1.664, -3.016)
H (-0.987, -0.743, -2.212)
H (1.583, 1.408, 2.594)
H (0.236, 2.163, 2.603)
H (-2.199, -2.014, -2.732)
H (0.926, -0.718, 2.029)

***

Here is a single C5H11NO molecule from OMol25. Energies are from ωB97M-V with the def2-TZVPD basis set.

Calculated values
orbital gap: 10.27 eV
electronic energy: -8900.35729 eV
SMILES: CCC[C@H](N)C=O

Atoms and positions in Å:
O (-1.612, -1.398, 2.635)
N (0.774, -1.196, 0.873)
C (0.507, 0.543, -1.366)
C (-0.712, 0.054, -0.629)
C (-1.577, -1.215, 1.449)
C (1.182, 1.751, -0.707)
C (-0.473, -0.405, 0.807)
H (1.919, 1.369, 0.006)
H (0.835, -1.598, 1.802)
H (-2.334, -1.697, 0.797)
H (0.235, 0.734, -2.405)
H (-1.411, 0.904, -0.701)
H (0.447, 2.387, -0.223)
H (1.845, 2.247, -1.416)
H (0.737, -1.978, 0.227)
H (-1.307, -0.716, -1.138)
H (-0.313, 0.454, 1.465)
H (1.258, -0.240, -1.474)

***

Here is a molecular structure, C30H51BrN4P2Pt from OMol25. Energies are from ωB97M-V with the def2-TZVPD basis set.

Calculated values
orbital gap (alpha / beta): 5.66 / 4.04 eV
electronic energy: -129746.11983 eV
total charge: +2
expectation value of S²: 2.023
multiplicity: 3

Atoms and positions in Å:
Pt (0.117, -0.520, 1.265)
Br (-0.978, -2.597, 2.382)
P (-2.486, -3.269, -1.726)
P (2.078, -1.456, 0.568)
N (-1.204, 7.478, -6.714)
N (1.234, 1.306, 4.991)
N (0.789, 0.627, 2.832)
N (-0.826, 0.311, 4.522)
C (2.067, -1.590, -1.253)
C (2.962, -0.643, -2.047)
C (-1.278, 5.159, -6.096)
C (-0.213, -4.927, -2.071)
C (-1.076, -0.196, 5.859)
C (-2.452, -1.606, -2.558)
C (-1.244, 3.545, -2.919)
C (-0.797, 6.823, -4.436)
C (-1.953, 0.351, 3.606)
C (-1.161, 2.679, -1.822)
C (2.580, 1.689, 4.588)
C (-1.381, 6.198, -7.037)
C (-0.699, -3.620, -1.435)
C (2.238, -3.037, 1.479)
C (0.816, 1.836, 6.286)
C (-1.036, 5.469, -4.747)
C (-1.058, 4.426, -3.750)
C (-1.973, 1.008, -0.264)
C (-4.472, -3.634, 0.302)
C (-2.893, -1.665, -4.019)
C (0.364, 1.847, -0.166)
C (-0.919, 7.791, -5.451)
C (-2.214, 1.876, -1.337)
C (3.108, -4.145, 0.905)
C (3.519, -0.413, 1.003)
C (4.885, -1.075, 0.837)
C (0.102, 2.703, -1.215)
C (-0.657, 0.963, 0.202)
C (0.388, 0.735, 4.094)
C (-3.197, -2.881, -0.087)
H (-0.326, -5.770, -1.370)
H (3.176, -4.949, 1.651)
H (-2.647, -0.457, 3.888)
H (-1.406, 4.132, -6.418)
H (2.585, -2.759, 2.486)
H (-0.534, 7.141, -3.432)
H (-4.528, -3.696, 1.395)
H (1.023, -1.379, -1.532)
H (-4.492, -4.650, -0.110)
H (5.027, -1.899, 1.546)
H (-1.466, 0.565, 6.545)
H (2.673, -4.579, -0.005)
H (-0.166, 2.331, 6.253)
H (-0.771, -5.160, -2.984)
H (3.372, -0.097, 2.048)
H (-3.266, -0.685, -4.330)
H (-5.365, -3.096, -0.052)
H (4.027, -0.856, -1.898)
H (3.457, 0.496, 0.384)
H (-0.168, -0.640, 6.276)
H (-3.195, 1.934, -1.807)
H (2.273, -2.643, -1.503)
H (-2.047, -1.916, -4.670)
H (1.601, 1.201, 2.622)
H (-3.357, -1.795, -0.040)
H (3.054, 2.089, 5.488)
H (-3.113, -0.940, -1.981)
H (-2.462, 1.332, 3.634)
H (1.341, 1.833, 0.319)
H (-1.826, -0.984, 5.792)
H (0.853, -4.848, -2.329)
H (4.125, -3.795, 0.698)
H (0.862, 3.379, -1.602)
H (1.566, 2.576, 6.578)
H (0.809, 1.060, 7.066)
H (-0.153, -2.779, -1.885)
H (-1.616, 5.971, -8.078)
H (2.570, 2.472, 3.818)
H (2.746, -0.774, -3.115)
H (-1.614, 0.172, 2.555)
H (-0.783, 8.851, -5.226)
H (-2.726, 0.364, 0.201)
H (5.050, -1.454, -0.180)
H (2.765, 0.409, -1.799)
H (5.664, -0.327, 1.036)
H (3.162, 0.831, 4.231)
H (-1.423, -1.227, -2.478)
H (1.207, -3.399, 1.619)
H (-3.685, -2.405, -4.179)
H (-2.399, -3.123, 0.643)
H (-0.535, -3.609, -0.344)

***

Here is a single C6H11NO3S molecule from OMol25. Energies are from ωB97M-V with the def2-TZVPD basis set.

Calculated values
orbital gap (alpha / beta): 8.08 / 8.08 eV
electronic energy: -24864.48042 eV

Atoms and positions in Å:
S (-2.357, -1.200, 0.104)
O (-1.735, -2.383, -0.471)
O (-1.912, -0.718, 1.399)
O (-1.545, 0.244, -1.078)
N (-1.143, 1.219, -0.364)
C (1.285, -0.773, 0.248)
C (0.683, 0.169, 1.042)
C (-1.806, 2.478, -0.685)
C (2.244, -1.736, 1.032)
C (1.198, -0.773, -1.249)
C (-0.231, 1.229, 0.630)
H (1.918, -2.758, 0.762)
H (2.015, -1.530, 2.085)
H (0.943, 0.225, 2.123)
H (-2.953, 2.394, -0.924)
H (3.325, -1.862, 0.670)
H (-1.496, 2.872, -1.638)
H (-0.298, 2.038, 1.312)
H (-1.496, 3.221, -0.006)
H (2.075, -1.164, -1.751)
H (0.889, 0.161, -1.645)
H (0.396, -1.353, -1.596)